This record from OMol25 describes a structure of composition C47H63BrFeIN2P2Si. The level of theory is ωB97M-V/def2-TZVPD.

Computed properties:
HOMO level (alpha / beta) ... -0.318 / -0.371 Eh
Net charge ... +1
Kohn-Sham gap (alpha / beta) ... 6.30 / 7.59 eV
Multiplicity ... 5
Relative energy (zero: lowest compared OMol25 entry of this formula, charge and spin) ... 0.000 eV

Atoms and positions in Å:
Fe (0.304, 0.384, -0.602)
C (1.341, 0.916, 3.006)
Si (0.055, 0.245, 1.813)
C (-1.537, 1.214, 2.217)
C (-2.127, 1.080, 3.486)
C (-3.248, 1.803, 3.857)
C (-3.801, 2.716, 2.966)
C (-3.239, 2.873, 1.711)
C (-2.137, 2.105, 1.308)
P (-1.375, 2.358, -0.348)
C (-1.003, 4.160, -0.231)
C (-0.170, 4.401, 1.060)
C (0.718, 5.647, 0.956)
C (-0.009, 6.755, 0.202)
C (-0.293, 6.338, -1.257)
C (-0.322, 4.812, -1.440)
C (-2.694, 2.206, -1.648)
C (-2.011, 2.072, -3.043)
C (-2.855, 2.648, -4.185)
C (-4.317, 2.260, -3.997)
C (-4.887, 2.895, -2.713)
C (-3.792, 3.274, -1.701)
C (-0.344, -1.502, 2.409)
C (-0.219, -1.831, 3.770)
C (-0.701, -3.027, 4.281)
C (-1.341, -3.924, 3.436)
C (-1.440, -3.644, 2.083)
C (-0.915, -2.460, 1.549)
P (-0.878, -2.183, -0.267)
C (0.042, -3.710, -0.838)
C (-0.604, -5.117, -0.671)
C (-0.241, -6.049, -1.827)
C (-0.714, -5.492, -3.176)
C (-0.459, -3.971, -3.289)
C (0.588, -3.536, -2.265)
C (-2.654, -2.110, -0.819)
C (-3.518, -3.365, -0.991)
C (-4.931, -2.994, -1.453)
C (-5.605, -2.006, -0.507)
C (-4.751, -0.749, -0.367)
C (-3.348, -1.107, 0.118)
H (0.928, 1.042, 4.014)
H (2.203, 0.240, 3.075)
H (1.703, 1.898, 2.680)
H (-1.695, 0.391, 4.207)
H (-3.678, 1.675, 4.844)
H (-4.659, 3.311, 3.252)
H (-3.658, 3.622, 1.056)
H (-1.978, 4.641, -0.114)
H (-0.851, 4.500, 1.906)
H (0.448, 3.526, 1.286)
H (1.002, 5.972, 1.957)
H (1.654, 5.410, 0.438)
H (-0.949, 6.967, 0.720)
H (0.566, 7.680, 0.225)
H (-1.257, 6.743, -1.574)
H (0.454, 6.766, -1.929)
H (-0.830, 4.579, -2.374)
H (0.699, 4.427, -1.541)
H (-3.173, 1.250, -1.423)
H (-1.017, 2.522, -3.051)
H (-1.852, 1.014, -3.244)
H (-2.759, 3.738, -4.218)
H (-2.474, 2.280, -5.140)
H (-4.912, 2.552, -4.863)
H (-4.382, 1.168, -3.937)
H (-5.468, 3.787, -2.960)
H (-5.583, 2.202, -2.236)
H (-3.347, 4.237, -1.974)
H (-4.259, 3.406, -0.732)
H (0.253, -1.127, 4.450)
H (-0.597, -3.251, 5.336)
H (-1.752, -4.847, 3.827)
H (-1.930, -4.364, 1.443)
H (0.885, -3.661, -0.143)
H (-0.276, -5.555, 0.270)
H (-1.687, -5.055, -0.613)
H (0.841, -6.204, -1.847)
H (-0.679, -7.033, -1.652)
H (-0.198, -6.013, -3.984)
H (-1.777, -5.702, -3.308)
H (-0.151, -3.706, -4.301)
H (-1.390, -3.421, -3.098)
H (1.486, -4.150, -2.388)
H (0.909, -2.508, -2.419)
H (-2.590, -1.636, -1.809)
H (-3.077, -4.038, -1.726)
H (-3.579, -3.908, -0.041)
H (-4.865, -2.541, -2.451)
H (-5.528, -3.900, -1.563)
H (-6.609, -1.762, -0.855)
H (-5.716, -2.472, 0.480)
H (-4.685, -0.255, -1.347)
H (-5.207, -0.032, 0.321)
H (-2.740, -0.210, 0.233)
H (-3.416, -1.545, 1.120)
I (2.492, 2.375, -0.446)
C (3.430, 0.529, -0.100)
C (4.778, 0.449, 0.216)
C (5.307, -0.820, 0.388)
C (4.489, -1.925, 0.234)
C (3.155, -1.724, -0.079)
N (2.627, -0.505, -0.238)
H (5.381, 1.339, 0.323)
H (6.353, -0.940, 0.642)
H (4.871, -2.930, 0.358)
H (2.475, -2.558, -0.200)
Br (1.189, -0.468, -7.336)
C (1.043, -0.348, -5.480)
C (2.077, 0.186, -4.735)
C (1.914, 0.266, -3.363)
N (0.816, -0.149, -2.726)
C (-0.162, -0.674, -3.471)
C (-0.099, -0.798, -4.845)
H (2.988, 0.536, -5.201)
H (2.709, 0.667, -2.748)
H (-1.035, -1.029, -2.938)
H (-0.921, -1.233, -5.397)

Cartesian forces, eV/Å:
0.164 -0.481 -0.175
0.212 0.097 0.264
-0.011 0.116 -0.009
-0.297 0.092 0.066
0.068 0.019 -0.114
0.017 0.039 -0.042
0.054 -0.046 0.007
0.017 -0.093 -0.008
0.017 0.068 0.121
-0.192 -0.431 -0.159
0.246 0.066 0.071
-0.008 0.064 -0.072
-0.028 -0.068 -0.100
-0.045 -0.024 -0.042
0.014 -0.022 0.058
0.027 -0.010 0.141
-0.086 0.169 -0.142
-0.108 -0.020 0.048
-0.014 0.054 0.075
0.005 0.005 0.036
0.053 -0.035 -0.005
0.100 0.044 -0.154
-0.055 -0.350 0.072
-0.047 0.029 -0.124
0.011 0.041 -0.033
-0.020 -0.028 0.005
0.080 0.069 -0.002
-0.093 -0.032 0.137
0.128 0.321 0.131
-0.067 -0.108 -0.091
0.043 0.069 -0.053
0.005 0.053 -0.009
0.034 0.060 0.046
0.004 -0.061 0.105
-0.018 -0.040 0.000
-0.138 -0.025 0.019
-0.040 0.039 0.083
0.051 0.050 -0.042
0.092 -0.049 0.117
0.029 -0.024 -0.049
-0.094 -0.126 0.004
0.094 -0.006 -0.099
-0.083 0.114 -0.021
-0.020 -0.089 0.068
-0.012 0.039 -0.083
0.016 -0.006 -0.053
0.009 -0.002 -0.002
-0.001 -0.002 -0.021
-0.044 0.061 0.042
-0.022 0.032 -0.001
-0.038 0.013 0.020
0.002 0.029 0.018
-0.018 -0.001 -0.002
0.004 -0.011 -0.008
0.002 0.011 -0.010
0.002 0.035 0.011
0.009 -0.025 0.026
-0.068 -0.074 -0.039
-0.029 -0.011 -0.021
-0.042 -0.024 0.072
0.097 0.085 0.035
-0.049 -0.045 0.024
-0.023 -0.035 0.011
0.021 -0.010 0.002
0.015 -0.004 0.023
0.017 0.016 0.017
0.049 -0.002 0.015
-0.015 -0.017 -0.006
-0.030 -0.044 0.014
-0.044 0.027 0.091
-0.042 -0.059 -0.079
0.004 0.011 -0.045
0.018 0.043 -0.013
0.013 -0.014 -0.034
0.041 -0.038 0.020
0.015 -0.011 0.065
-0.073 0.024 -0.017
0.004 -0.001 0.008
-0.021 -0.002 -0.018
0.011 -0.021 -0.008
-0.033 0.008 0.004
0.030 -0.026 -0.002
0.033 -0.015 -0.004
-0.052 0.009 0.003
0.021 -0.068 0.031
-0.064 0.026 -0.014
0.043 -0.045 -0.004
-0.009 0.025 -0.038
-0.012 -0.021 0.004
-0.012 -0.007 0.021
-0.001 0.021 -0.037
-0.020 0.026 -0.046
-0.029 -0.012 0.035
0.001 -0.028 -0.002
0.063 0.070 -0.015
-0.001 -0.003 -0.037
0.297 0.176 0.073
0.193 0.088 0.046
-0.104 0.008 -0.017
0.160 0.099 0.057
-0.189 -0.097 -0.020
-0.007 -0.025 0.077
-0.037 -0.192 -0.128
-0.005 0.004 -0.008
-0.030 0.015 -0.012
-0.016 0.030 -0.007
0.068 0.088 -0.015
0.021 -0.024 -0.250
0.038 0.013 -0.071
0.070 0.032 0.228
0.165 -0.061 -0.076
-0.298 0.410 0.001
-0.049 -0.029 -0.109
-0.128 -0.032 0.175
-0.021 -0.012 0.014
-0.039 0.021 -0.040
0.052 0.036 -0.013
0.022 0.013 0.017

---

This record from OMol25 describes the molecule C5H9I2NO2. The level of theory is ωB97M-V/def2-TZVPD.

Computed properties:
HOMO level ... -0.315 Eh
Kohn-Sham gap ... 7.59 eV
Relative energy (zero: lowest compared OMol25 entry of this formula, charge and spin) ... 0.000 eV

Atoms and positions in Å:
C (1.079, 1.242, 1.142)
C (1.321, -0.213, -1.167)
C (-1.298, -1.312, -0.679)
C (0.458, 0.474, -0.169)
C (-0.843, -0.304, 0.276)
N (-1.773, 0.194, 1.108)
O (2.136, 1.972, 0.877)
O (0.535, 1.287, 2.200)
I (-0.604, 2.268, -1.191)
I (0.318, -1.939, 1.756)
H (1.058, 0.085, -2.162)
H (1.303, -1.290, -1.132)
H (2.345, 0.087, -1.082)
H (-2.179, -1.818, -0.236)
H (-1.867, -0.740, -1.531)
H (-0.547, -2.041, -1.081)
H (-2.484, -0.416, 1.200)
H (-1.385, 0.666, 1.911)
H (2.428, 1.797, -0.042)

Cartesian forces, eV/Å:
-1.418 -0.634 -1.803
0.346 0.193 -0.400
-2.764 -0.045 -2.614
-2.777 1.279 2.766
3.183 -0.778 0.537
2.860 2.891 -1.243
1.300 0.018 -0.868
-0.165 -0.099 0.140
0.665 -0.420 0.157
0.532 -0.431 0.120
-0.373 0.024 -0.582
-0.036 -0.279 0.427
0.792 0.130 0.297
0.836 -0.336 -0.101
1.382 -0.822 0.910
-0.981 0.953 0.488
-3.000 -2.084 0.961
-0.290 0.128 0.179
-0.092 0.313 0.628

---

This record from OMol25 describes a cluster of 3 separate species, C3H10O3 in total. The level of theory is ωB97M-V/def2-TZVPD.

Computed properties:
HOMO level ... -0.343 Eh
Kohn-Sham gap ... 9.74 eV
Relative energy (zero: lowest compared OMol25 entry of this formula, charge and spin) ... 1.514 eV

Atoms and positions in Å:
C (0.182, 0.240, 1.943)
C (0.535, -0.271, 0.755)
O (1.744, 0.047, 0.144)
C (-0.176, -1.471, 0.197)
H (-0.435, -0.308, 2.644)
H (0.414, 1.290, 2.149)
H (2.152, -0.824, 0.116)
H (0.519, -2.299, 0.017)
H (-0.515, -1.174, -0.803)
H (-0.973, -1.747, 0.872)
H (1.396, 0.484, -4.021)
H (0.594, -0.491, -3.344)
O (1.196, -0.444, -4.099)
H (-2.158, 1.893, 1.757)
H (-1.860, 2.593, 0.540)
O (-2.616, 2.484, 1.133)

Cartesian forces, eV/Å:
-0.158 1.325 -0.698
0.426 -1.431 1.603
-1.076 0.526 -0.309
1.042 0.421 -0.480
-0.664 0.285 -0.491
0.767 -0.638 0.570
0.480 0.086 -0.410
-0.125 -0.121 0.196
-0.442 -0.197 0.245
-0.292 -0.211 -0.226
0.587 0.662 -0.479
-0.090 -0.644 -0.102
-0.481 -0.016 0.601
-0.719 0.108 0.151
-0.383 0.407 -0.416
1.128 -0.564 0.247